Entry 1:
Density functional theory data (ωB97M-V/def2-TZVPD) for Cl2O8Tl as an isolated structure in a non-equilibrium geometry.

Values from the calculation:
LUMO energy, eV: -9.0
Total charge: +1
Relative energy (zero: lowest compared OMol25 entry of this formula, charge and spin), kcal/mol: 49.4
Orbital gap, eV: 6.4
Max |F|, eV/A: 10.9

Last column: Löwdin charge in e.
CARTESIAN COORDINATES (ANGSTROEM)
Tl  -0.19606  0.46204  -0.09018  1.622
Cl  1.38756  -0.75076  -2.67835  0.853
O  0.58677  0.02195  -1.56687  -0.533
O  2.06631  0.25019  -3.43014  -0.184
O  2.20354  -1.79784  -2.21287  -0.180
O  0.23065  -1.40195  -3.42859  -0.257
Cl  -1.31452  0.71222  2.65194  0.764
O  -0.16780  0.15747  1.74700  -0.413
O  -2.09784  1.59465  1.89590  -0.248
O  -1.96240  -0.45021  3.28416  -0.227
O  -0.73621  1.20224  3.82799  -0.197

---

Entry 2:
Density functional theory data (ωB97M-V/def2-TZVPD) for C46H51LaN6O3P2S as an isolated structure in a non-equilibrium geometry.

Values from the calculation:
LUMO energy, eV: -0.2
Relative energy (zero: lowest compared OMol25 entry of this formula, charge and spin), kcal/mol: 0.0
Orbital gap, eV: 6.8
Max |F|, eV/A: 2.6

Last column: Löwdin charge in e.
CARTESIAN COORDINATES (ANGSTROEM)
La  -1.52992  0.12750  -0.62017  2.013
C  2.81868  -0.65063  2.00823  -0.289
C  1.61627  -1.57563  1.73071  -0.360
P  1.64038  -2.07244  -0.09823  1.034
C  2.32590  -3.79132  0.06958  -0.349
C  2.24280  -4.55025  1.26097  -0.103
C  2.89381  -5.78408  1.30910  -0.095
C  3.61042  -6.27109  0.22037  -0.092
C  3.74297  -5.45631  -0.91475  -0.091
C  3.07286  -4.24521  -1.01260  -0.114
C  -0.05155  -2.13667  -0.79949  -0.512
C  -0.07191  -1.53416  -2.13825  -0.363
C  -0.98940  -1.87437  -3.09675  -0.122
C  -1.57455  -3.22036  -2.96092  -0.111
C  -1.43342  -3.97656  -1.86564  -0.045
C  -1.05379  -3.29325  -0.55516  -0.272
C  2.51448  0.77842  1.50649  -0.374
P  2.23498  1.15978  -0.29833  1.030
C  3.91073  0.81725  -1.05600  -0.379
C  5.09605  1.38354  -0.62727  -0.086
C  6.28829  1.15494  -1.32970  -0.067
C  6.26385  0.41497  -2.52003  -0.083
C  5.05915  -0.05127  -2.99600  -0.086
C  3.89247  0.16206  -2.27495  -0.124
C  2.32536  3.01633  -0.41221  -0.354
C  2.44270  3.85870  0.69660  -0.116
C  2.74134  5.20048  0.49108  -0.095
C  2.90777  5.70050  -0.81423  -0.090
C  2.82605  4.84662  -1.90538  -0.092
C  2.56968  3.52895  -1.71488  -0.110
H  3.69444  -1.06900  1.50304  0.097
H  3.02259  -0.67258  3.08762  0.109
H  0.68418  -1.07363  2.01038  0.057
H  1.74739  -2.50545  2.31345  0.045
H  1.62764  -4.22364  2.10013  0.079
H  2.81717  -6.43030  2.19650  0.108
H  4.11261  -7.23344  0.28950  0.100
H  4.49541  -5.68597  -1.68648  0.107
H  3.28083  -3.54710  -1.82801  0.099
H  0.56255  -0.66957  -2.35348  0.056
H  -1.24900  -1.32668  -3.98351  0.098
H  -1.84039  -3.69626  -3.88968  0.100
H  -1.74595  -5.02007  -1.83866  0.113
H  -0.59567  -4.03409  0.11923  0.101
H  3.25343  1.47283  1.85857  0.052
H  1.63736  1.18397  2.06424  0.086
H  5.10363  2.03135  0.22001  0.098
H  7.16347  1.56341  -0.86233  0.095
H  7.22918  0.26935  -2.96680  0.097
H  4.99719  -0.46162  -3.98513  0.100
H  2.93690  -0.27867  -2.62612  0.093
H  2.24360  3.47293  1.69712  0.099
H  2.89191  5.90994  1.31024  0.108
H  3.25614  6.72569  -0.93004  0.104
H  2.93206  5.27339  -2.88929  0.109
H  2.51095  2.90508  -2.56808  0.096
O  -1.28605  2.54728  -0.08189  -0.158
C  -1.79684  3.65334  -0.32557  -0.481
C  -1.10790  4.68264  -1.17482  -0.061
C  -0.76464  5.76838  -0.09778  -0.166
C  -0.61432  5.33384  1.34525  -0.185
C  -1.91804  5.17368  2.17995  -0.151
C  -2.79579  3.98532  1.72720  -0.178
N  -2.94310  4.04517  0.27682  0.105
H  -1.73799  5.01551  -1.98888  0.107
H  -0.16526  4.26248  -1.53683  0.105
H  -1.59472  6.52650  -0.15796  0.126
H  0.11240  6.32761  -0.43139  0.099
H  0.03054  6.09940  1.83330  0.126
H  -0.09006  4.39309  1.36943  0.089
H  -2.53705  6.10028  2.21681  0.126
H  -1.66050  4.91591  3.15218  0.083
H  -3.77851  4.13252  2.21190  0.130
H  -2.33562  3.05105  2.03788  0.073
H  -3.30954  4.95294  0.04455  0.142
N  -4.89846  1.92241  -2.08905  0.190
C  -3.67904  1.63733  -2.53955  -0.555
O  -3.14715  0.50540  -2.36549  -0.214
C  -3.01530  2.71849  -3.18648  -0.228
C  -1.68712  2.48522  -3.55530  -0.246
N  -0.58851  2.16572  -3.73362  0.161
C  -3.73017  3.92356  -3.43880  -0.257
N  -4.15779  4.95852  -3.72123  0.140
H  -5.13752  2.89358  -1.98024  0.095
H  -5.41811  1.30249  -1.48319  0.110
O  -1.59405  0.29585  2.05498  -0.706
S  -3.12608  0.49230  2.08053  0.728
N  -3.72076  0.59596  0.72803  -0.476
C  -2.59196  -4.86931  3.91406  -0.134
N  -1.43299  -4.73310  3.08174  -0.238
C  -1.42435  -5.79359  2.06044  -0.084
C  -1.32666  -3.40200  2.43954  -0.148
C  -2.46842  -2.93410  1.54740  -0.163
C  -3.69152  -2.67377  2.17594  -0.096
C  -4.80694  -2.21047  1.53374  -0.123
C  -4.69427  -2.04310  0.17521  -0.100
C  -3.48595  -2.37045  -0.50153  -0.075
C  -2.33809  -2.84011  0.15893  -0.182
H  -2.43743  -5.81204  4.48953  0.096
H  -3.48160  -4.93344  3.28731  0.077
H  -2.66252  -4.03181  4.64850  0.099
H  -1.60415  -6.73967  2.55767  0.079
H  -0.41360  -5.87687  1.64257  0.076
H  -2.16879  -5.66937  1.27041  0.090
H  -0.33628  -3.38140  1.94864  0.084
H  -1.23593  -2.67760  3.21269  0.114
H  -3.73309  -2.78385  3.26403  0.106
H  -5.68046  -1.80302  2.09783  0.131
H  -5.44474  -1.54442  -0.45267  0.113
H  -3.44925  -2.28659  -1.56736  0.091

---

Entry 3:
Density functional theory data (ωB97M-V/def2-TZVPD) for C4H6O2Zn as an isolated structure in a non-equilibrium geometry.

Values from the calculation:
LUMO energy (alpha / beta), eV: -1.2 / -1.2
Relative energy (zero: lowest compared OMol25 entry of this formula, charge and spin), kcal/mol: 52.4
Orbital gap (alpha / beta), eV: 6.0 / 6.0
Max |F|, eV/A: 6.9

Last column: Löwdin charge in e.
CARTESIAN COORDINATES (ANGSTROEM)
O  1.47087  1.54426  -2.08203  -0.071
C  0.94605  0.42374  -1.42992  -0.294
C  0.01800  0.57939  -0.38650  -0.321
C  -0.83649  -0.39275  0.16077  -0.249
C  -0.86079  -0.74080  1.64196  -0.387
O  0.42345  -0.69007  2.22287  -0.369
Zn  1.58307  -0.24810  0.80055  0.970
H  0.84966  1.85431  -2.74815  0.090
H  0.88396  -0.48984  -2.04664  0.110
H  -0.90564  -1.30982  -0.45153  0.090
H  -0.75583  1.23692  0.37744  0.217
H  -1.29336  -1.75036  1.78265  0.111
H  -1.52296  -0.01688  2.15854  0.103

---

Entry 4:
Density functional theory data (ωB97M-V/def2-TZVPD) for C43H57AsFN5O5S2Si3TeTi as an isolated structure.

Values from the calculation:
LUMO energy, eV: 3.8
Total charge: -2
Relative energy (zero: lowest compared OMol25 entry of this formula, charge and spin), kcal/mol: 0.0
Orbital gap, eV: 4.8
Max |F|, eV/A: 0.6

Last column: Löwdin charge in e.
CARTESIAN COORDINATES (ANGSTROEM)
Ti  1.03825  0.02747  0.58459  0.692
C  2.07540  -1.87353  -1.80782  -0.052
C  1.98900  -1.66013  -0.32022  -0.408
N  0.73307  -1.81612  0.24589  -0.174
N  0.47767  -2.63875  1.34073  -0.028
C  -0.37063  -2.09054  2.12420  -1.071
S  -1.03557  -0.48837  1.87606  0.519
S  -0.75863  -2.98894  3.61352  0.877
C  0.92187  -3.49892  4.09103  -0.411
C  1.17103  -3.36988  5.57203  -0.277
C  0.74220  -2.25709  6.29276  -0.067
C  1.02921  -2.13427  7.64360  -0.093
C  1.74434  -3.12405  8.30501  -0.116
C  2.17449  -4.23757  7.59852  -0.106
C  1.88768  -4.35603  6.24563  -0.053
C  3.21749  -1.85224  0.47779  -0.126
C  4.38299  -2.48527  0.05644  -0.042
C  5.50437  -2.59345  0.87218  -0.126
C  5.47972  -2.05133  2.14922  -0.120
C  4.35431  -1.36618  2.58715  -0.036
C  3.24845  -1.23037  1.74789  -0.351
O  2.22123  -0.44689  2.08558  -0.263
H  2.21826  -2.93130  -2.06163  0.085
H  1.14294  -1.55786  -2.27932  0.067
H  2.91987  -1.32163  -2.23312  0.064
H  1.11032  -4.52145  3.76624  0.075
H  1.60804  -2.86076  3.53036  0.074
H  0.17770  -1.48879  5.77973  0.075
H  0.68958  -1.25775  8.18318  0.097
H  1.96059  -3.02841  9.36222  0.089
H  2.73350  -5.01894  8.09969  0.092
H  2.22905  -5.22483  5.69417  0.107
H  4.40933  -2.92510  -0.93525  0.101
H  6.38788  -3.10250  0.50610  0.082
H  6.34401  -2.13942  2.79810  0.086
H  4.32786  -0.88583  3.55802  0.098
N  -2.29629  2.09542  -0.63521  0.116
C  -2.37190  2.81862  -1.81391  -0.332
C  -3.59706  3.01540  -2.46095  -0.038
C  -3.67845  3.79932  -3.59868  -0.112
C  -2.54819  4.40816  -4.13154  -0.132
C  -1.32878  4.21299  -3.49616  -0.108
C  -1.23845  3.43331  -2.35612  -0.064
H  -3.06709  1.44508  -0.52202  0.036
H  -1.45429  1.54014  -0.54830  0.027
H  -4.47958  2.52182  -2.07171  0.108
H  -4.63864  3.92323  -4.08613  0.092
H  -2.61664  5.01689  -5.02410  0.083
H  -0.43066  4.67611  -3.89099  0.094
H  -0.28963  3.29686  -1.85436  0.084
Te  -2.73210  -1.48925  -1.79419  0.478
C  -4.32528  -2.09893  -3.04837  -0.761
C  -4.89832  -1.24839  -4.00424  -0.194
C  -5.95449  -1.65318  -4.80927  -0.140
C  -6.48321  -2.93362  -4.69388  -0.153
C  -5.92736  -3.79727  -3.75623  -0.139
C  -4.87249  -3.38700  -2.95354  -0.196
H  -4.49824  -0.24638  -4.11078  0.068
H  -6.36772  -0.95936  -5.53513  0.082
H  -7.30942  -3.25046  -5.32042  0.075
H  -6.31990  -4.80369  -3.64704  0.082
H  -4.45201  -4.07256  -2.22726  0.070
F  2.88353  -1.35462  -5.87035  0.094
C  3.37084  -0.39014  -5.08727  -0.198
C  2.57511  0.34995  -4.31042  0.049
N  3.07188  1.36001  -3.51324  0.024
C  2.15116  2.13774  -2.68979  -0.022
C  1.79857  1.41094  -1.39277  -0.629
O  2.63957  1.26993  -0.48566  -0.028
O  0.61770  0.96160  -1.29044  -0.100
C  4.41300  1.66868  -3.48117  -0.463
O  4.88874  2.59722  -2.86288  0.082
N  5.20364  0.83288  -4.25398  0.216
C  4.80821  -0.18296  -5.11447  -0.406
O  5.60783  -0.79149  -5.79434  0.081
H  1.50596  0.18447  -4.26042  0.163
H  1.23339  2.30453  -3.25113  0.123
H  2.63866  3.08374  -2.46400  0.123
H  6.18945  1.04585  -4.22860  0.164
C  -0.80123  5.12025  0.60294  -0.209
Si  -0.62912  4.36275  2.31414  0.293
C  -0.13386  5.78673  3.46922  -0.219
C  -2.29839  3.68214  2.85678  -0.222
As  0.89142  2.56482  2.25868  0.853
Si  2.98157  3.62374  1.98525  0.296
C  3.44697  4.97238  3.22259  -0.219
C  4.34435  2.34319  2.03778  -0.199
C  2.90900  4.48139  0.30569  -0.210
Si  0.85250  1.94514  4.56260  0.298
C  1.06184  3.39184  5.76739  -0.219
C  2.24042  0.75301  4.94631  -0.203
C  -0.77773  1.16714  5.06330  -0.221
H  -1.04269  6.18232  0.71077  0.029
H  -1.60528  4.63530  0.05071  0.009
H  0.10229  5.04502  -0.00229  0.005
H  -1.01720  6.10119  4.03318  0.025
H  0.19892  6.63788  2.86945  0.020
H  0.65354  5.55514  4.18151  -0.015
H  -3.08503  4.17775  2.28207  0.029
H  -2.47919  3.86212  3.91914  0.017
H  -2.38369  2.61075  2.66984  0.018
H  3.53517  4.60678  4.24571  0.009
H  2.75917  5.81844  3.21066  0.009
H  4.43494  5.33402  2.91572  0.029
H  4.65632  2.14802  3.06689  0.023
H  5.20799  2.72603  1.48599  0.037
H  4.04745  1.39679  1.58916  0.008
H  2.59774  5.52317  0.42024  0.027
H  2.20756  3.99432  -0.36995  -0.006
H  3.89306  4.45914  -0.16942  0.036
H  1.90223  4.05278  5.55908  -0.001
H  1.23695  2.92643  6.74393  0.027
H  0.15848  3.99866  5.84709  0.019
H  3.22213  1.20569  4.78913  0.023
H  2.17820  -0.13907  4.32549  0.009
H  2.15100  0.47632  6.00214  0.028
H  -1.60360  1.87870  5.02257  0.014
H  -0.65783  0.84388  6.10402  0.027
H  -1.03483  0.30774  4.44414  -0.032

---

Look up the max |F| of the first one.
10.9 eV/A